ORCA calculation (the ωB97M-V functional and the def2-TZVPD basis) on a structure of composition C36H46F6HoN6O11PS5.

The spin multiplicity is 5. As for the HOMO energy (spin up / spin down): -7.589 / -7.588 eV. Its expectation value of S² is 6.003. The value obtained for the LUMO energy (spin up / spin down) is -0.001 / -0.001 Eh. As for the orbital gap (spin up / spin down): 7.56 / 7.56 eV.

Positions of all 112 atoms, in Å:
Ho -0.08 0.29 0.31
S -3.76 2.92 0.79
S -0.28 2.82 1.21
S -2.05 -0.83 2.07
S 2.05 -2.11 1.35
S 0.60 -1.00 3.43
P -2.12 3.61 1.59
F 2.78 0.53 4.32
F 3.16 0.12 1.82
F 4.28 -0.93 0.31
F 2.57 -1.39 5.27
F 4.54 -1.44 2.38
F 1.22 0.22 5.76
O -1.09 -1.85 -0.88
O -0.32 -1.51 4.38
O -2.09 0.11 0.94
O 0.47 0.22 2.64
O 1.36 -1.28 0.38
O 2.09 1.59 -0.12
O -0.84 -1.69 1.94
O -2.26 -0.18 3.32
O 2.45 -3.39 0.88
O 0.81 -0.04 -2.01
O 0.42 2.61 -1.93
N -0.70 -4.09 -1.07
N -1.76 1.12 -1.44
N 1.56 -2.10 2.81
N -1.43 -2.86 -2.89
N 1.29 -0.10 -4.21
N 3.01 3.57 0.44
C 0.78 2.06 -3.17
C -5.23 1.31 -4.66
C -4.03 1.47 -2.58
C -2.52 5.93 0.03
C 1.87 -0.37 4.74
C 1.53 -1.53 -4.17
C -1.15 7.89 0.20
C -0.39 -4.31 0.32
C -5.22 1.77 -1.91
C 1.33 3.51 -1.34
C 3.76 2.94 1.51
C -1.69 -5.31 -2.89
C -1.75 -4.02 -3.69
C -2.28 4.20 6.13
C -3.41 -1.99 1.79
C 1.31 0.52 -5.51
C -1.90 -1.61 -3.44
C -6.41 1.61 -3.99
C -1.07 -2.88 -1.56
C -1.80 5.34 1.05
C -2.81 1.33 -1.88
C -2.22 3.81 3.40
C -2.88 4.92 3.92
C -1.66 3.07 5.60
C 2.99 5.02 0.46
C -0.48 -5.21 -1.96
C 2.17 2.82 -0.26
C -0.75 6.02 1.65
C -2.20 7.20 -0.40
C -1.63 2.88 4.23
C 3.63 -1.08 1.47
C -6.40 1.84 -2.63
C -0.43 7.29 1.23
C 0.97 0.54 -3.07
C -4.04 1.25 -3.96
C -2.90 5.11 5.29
H -2.59 -5.43 -2.28
H -7.32 2.09 -2.11
H 1.87 -0.12 -6.20
H -4.35 -1.47 1.91
H -1.16 2.00 3.81
H 0.67 -4.54 0.45
H -5.20 1.96 -0.85
H 0.71 4.29 -0.87
H -1.19 2.36 6.25
H -0.03 2.27 -3.87
H 0.37 7.83 1.71
H -1.04 -4.07 -4.53
H -1.54 -1.51 -4.47
H -5.24 1.12 -5.72
H -3.00 -1.58 -3.45
H 4.33 2.11 1.11
H -7.34 1.66 -4.55
H -2.75 -3.89 -4.11
H -3.30 -2.78 2.52
H 1.70 2.52 -3.56
H 2.56 -1.74 -4.47
H -0.20 5.53 2.44
H 4.01 5.39 0.57
H -2.28 4.36 7.20
H -0.61 -3.41 0.89
H -2.76 7.67 -1.20
H -3.28 -2.35 0.78
H -1.60 -6.16 -3.56
H -3.39 5.98 5.70
H -1.53 -0.79 -2.83
H -3.35 5.63 3.25
H 1.80 1.49 -5.49
H 1.99 3.96 -2.10
H 2.57 5.42 -0.45
H 1.36 -1.88 -3.16
H -0.90 8.89 -0.12
H -3.12 1.03 -4.48
H 4.44 3.66 1.96
H 3.09 2.55 2.28
H 0.85 -2.05 -4.86
H 0.44 -5.06 -2.55
H 2.39 5.38 1.31
H -1.00 -5.13 0.69
H -3.35 5.38 -0.40
H -0.37 -6.11 -1.36
H 0.30 0.64 -5.90

ORCA calculation (the ωB97M-V functional and the def2-TZVPD basis) on the ion C5H10NO with charge -1.

The spin multiplicity is 1. As for the HOMO energy: -2.051 eV. The SMILES is C=C(N)CCC[O-]. The value obtained for the LUMO energy is 0.139 Eh. Its charge is -1. As for the orbital gap: 5.84 eV.

Positions of all 17 atoms, in Å:
O 2.99 -0.69 0.26
N -1.07 -0.40 1.23
C -1.44 0.39 0.16
C -0.48 0.46 -1.02
C -2.74 0.88 0.15
C 0.99 0.41 -0.68
C 1.68 -0.89 -0.10
H -1.53 -0.17 2.09
H 1.58 0.40 -1.62
H -3.29 1.43 0.90
H -0.63 -0.23 -1.89
H -2.90 1.10 -0.92
H 1.38 1.36 -0.24
H -0.69 1.41 -1.50
H 1.64 -1.58 -0.99
H 1.27 -1.50 0.72
H -0.66 -1.29 1.04

ORCA calculation (the ωB97M-V functional and the def2-TZVPD basis) on the ion C19H36N5O2 with charge +1.

The spin multiplicity is 1. As for the HOMO energy: -12.200 eV. The SMILES is [H]/N=C\C[n+]1c(CCCCCCCCCCCCC)nnn1CCC(=O)O. The value obtained for the LUMO energy is -0.160 Eh. Its charge is +1. As for the orbital gap: 7.85 eV.

Positions of all 62 atoms, in Å:
O 6.19 -0.59 -4.38
O 4.85 1.20 -4.83
N 4.63 -1.00 -1.33
N 2.94 -2.40 -2.01
N 6.48 -2.38 1.32
N 3.95 -1.58 -2.32
N 3.99 -1.45 -0.19
C 4.23 -1.14 1.24
C -5.39 1.52 -0.27
C 2.95 -2.34 -0.55
C -5.27 0.33 0.79
C 5.73 -1.40 1.75
C 0.53 -2.45 0.62
C 1.91 -3.20 0.29
C -3.68 3.92 2.39
C -3.47 -1.59 0.23
C -2.22 -1.38 -0.76
C 5.69 0.45 -3.94
C 5.80 -0.09 -1.31
C -0.70 -3.40 0.16
C -3.73 -0.20 0.98
C -4.94 3.47 1.48
C -1.48 -2.77 -1.10
C -4.50 2.81 0.07
C 5.83 1.01 -2.46
C -3.07 5.35 1.96
H -0.37 -4.46 -0.11
H 5.93 0.44 -0.30
H -1.93 5.27 1.85
H -3.61 -0.34 2.11
H 6.13 -0.67 2.54
H -1.50 -0.65 -0.22
H -6.49 1.89 -0.27
H 6.75 -0.73 -1.43
H 1.75 -4.17 -0.30
H -3.27 6.11 2.80
H 6.87 1.51 -2.40
H -5.16 1.20 -1.35
H 4.54 1.99 -4.33
H -5.54 4.43 1.27
H 2.40 -3.52 1.28
H -2.99 0.62 0.67
H -2.27 -3.50 -1.51
H 5.91 -2.91 0.63
H 0.47 -1.40 0.17
H 5.10 1.89 -2.28
H -3.57 5.75 1.01
H 3.52 -1.74 1.91
H -3.37 2.62 0.00
H -2.86 3.13 2.32
H -5.64 2.78 2.08
H -4.04 3.94 3.47
H -4.36 -1.97 -0.38
H -2.51 -0.86 -1.73
H -5.83 -0.59 0.36
H -1.44 -3.53 1.04
H -3.22 -2.36 1.04
H -5.74 0.55 1.81
H -0.71 -2.63 -1.93
H -4.74 3.58 -0.75
H 0.46 -2.40 1.77
H 3.99 -0.03 1.47